A 3-piece molecular cluster, C2H10N2O3 overall. Source: the OMol25 dataset; level of theory: ωB97M-V/def2-TZVPD.

CARTESIAN COORDINATES (ANGSTROEM)
C -0.003 1.479 1.784
N -0.253 -0.072 1.865
C -0.507 -0.706 0.648
N -1.536 -1.647 0.492
O 0.298 -0.657 -0.316
H 0.021 1.963 0.811
H -0.768 1.963 2.387
H 0.904 1.769 2.341
H -0.856 -0.339 2.643
H -2.393 -1.573 1.112
H -1.898 -1.492 -0.470
H -0.584 -0.859 -4.530
H 0.375 -0.744 -3.462
O -0.131 -1.425 -3.948
H 1.896 0.241 -0.247
H 3.035 1.024 -0.892
O 2.400 1.077 -0.219

As for the net charge: 0. As for the total energy: -11358.7604 eV. As for the SMILES: CNC(N)=O.O.O. The value obtained for the highest occupied orbital energy is -0.3703 Ha. The relative energy (zero: lowest compared OMol25 entry of this formula, charge and spin) comes out at 29.4 kcal/mol.